Below is a 7-piece molecular cluster, C22H42Cl6O8S3 overall at a distorted geometry, with properties calculated with ωB97M-V/def2-TZVPD.

Output
Net charge: 0
E, eV: -147513.768
2S+1: 1
Orbital gap, eV: 9.74
SMILES: O=S1(=O)CCCC1.O=S1(=O)CCCC1.O=S1(=O)CCCC1.O=C1CCCO1.ClCCCl.ClCCCl.ClCCCl
Strongest force on any atom, eV Å⁻¹: 3.3

Cartesian coordinates (Å):
C: 3.2259 1.4826 4.5691
C: 4.4553 1.5488 3.6917
C: 4.3022 2.7636 2.7896
S: 2.5308 2.9712 2.3647
O: 2.2682 2.3073 1.0833
O: 2.1450 4.3818 2.7120
C: 1.9757 1.8621 3.7646
H: 3.3857 2.2268 5.3493
H: 3.0803 0.4553 4.9029
H: 4.5432 0.6695 3.0536
H: 5.4232 1.6464 4.1835
H: 4.8741 2.8603 1.8667
H: 4.4373 3.6555 3.4014
H: 1.5436 0.9857 3.2814
H: 1.1768 2.4221 4.2506
C: -5.5070 -1.0018 -0.0908
C: -4.5522 -1.1341 1.0858
C: -5.3848 -1.3360 2.4107
S: -7.0919 -0.5675 2.1037
O: -7.2803 0.6247 2.8800
O: -8.0950 -1.6059 2.1414
C: -6.6590 -0.0754 0.3901
H: -5.8303 -1.9807 -0.4448
H: -4.9017 -0.4734 -0.8274
H: -3.9878 -0.2120 1.2243
H: -3.8857 -1.9927 1.0032
H: -4.8841 -0.8834 3.2666
H: -5.7675 -2.3346 2.6218
H: -6.2050 0.8980 0.5760
H: -7.5222 0.1101 -0.2491
C: -3.1442 1.7610 -4.9157
C: -3.1649 3.3265 -4.6000
C: -2.8714 3.5637 -3.1005
S: -3.2098 1.9872 -2.1868
O: -4.5805 1.9961 -1.7152
O: -2.0990 1.7399 -1.2802
C: -2.9461 0.9295 -3.6352
H: -2.3148 1.6850 -5.6189
H: -4.0342 1.4363 -5.4547
H: -4.1101 3.7690 -4.9146
H: -2.3973 3.8205 -5.1957
H: -3.3793 4.4013 -2.6225
H: -1.8061 3.7304 -2.9410
H: -3.5273 0.0280 -3.4414
H: -1.9109 0.6102 -3.7566
O: 3.1605 0.6478 -5.5275
C: 2.9350 0.9348 -4.3513
O: 1.8076 1.6083 -4.0029
C: 1.6455 1.6719 -2.5632
C: 3.0232 1.3113 -1.9835
C: 3.6405 0.4398 -3.0536
H: 0.8947 0.9405 -2.2639
H: 1.3315 2.6793 -2.2899
H: 2.7882 0.7275 -1.0935
H: 3.6967 2.1193 -1.6977
H: 3.4695 -0.6043 -2.7915
H: 4.7207 0.5803 -3.0931
Cl: -0.5255 -1.4762 -2.1373
C: -0.9234 -1.5631 -0.4096
C: 0.0356 -0.8359 0.5247
Cl: -0.5118 -0.9099 2.2171
H: -1.0423 -2.6148 -0.1492
H: -1.9718 -1.2908 -0.2876
H: 0.2203 0.2144 0.2989
H: 1.0492 -1.2246 0.4257
Cl: 1.8928 -7.7948 1.2890
C: 1.8964 -6.3930 2.2832
C: 1.6471 -5.1097 1.4989
Cl: 0.0491 -5.0469 0.7392
H: 2.8878 -6.3434 2.7334
H: 1.0839 -6.5421 2.9943
H: 2.4256 -4.9947 0.7447
H: 1.6767 -4.2782 2.2031
Cl: 5.4671 0.5097 0.1919
C: 5.7691 -1.1876 0.5152
C: 4.5036 -1.9470 1.1259
Cl: 3.3478 -2.2499 -0.2508
H: 6.5955 -1.2454 1.2235
H: 6.0579 -1.6430 -0.4321
H: 4.0216 -1.2853 1.8456
H: 4.9169 -2.8635 1.5471

Atomic forces in eV per Å
-0.4 0.5 0.1
0.4 -0.1 -1.9
-0.8 1.2 0.0
0.1 0.7 1.6
-0.1 1.0 1.0
0.6 -3.0 -1.4
0.0 0.4 -1.3
-0.3 -0.4 0.5
0.1 0.3 0.7
-0.1 -0.2 0.0
-0.3 -0.1 0.5
0.1 -0.3 0.2
0.3 0.2 -0.1
0.0 0.0 -0.1
0.3 -0.1 0.3
-0.2 0.6 0.3
-1.1 -0.6 2.0
-1.1 0.5 -0.8
1.6 -0.1 -1.0
-0.1 0.3 0.3
0.3 0.1 -0.1
0.7 0.0 0.3
-0.1 0.1 -0.1
-0.5 -0.2 -0.6
0.2 -0.1 -0.2
0.2 0.2 -0.2
-0.4 -0.1 0.0
0.8 -0.3 -0.1
0.0 0.2 -0.1
0.0 -0.5 0.1
-0.7 1.0 -0.1
-0.4 -0.6 0.5
0.2 -0.5 0.0
1.5 1.3 -0.8
0.6 -0.5 -0.3
-0.9 0.0 0.1
0.5 0.1 -0.6
0.0 -0.7 0.3
-0.1 0.3 0.1
-0.1 -0.1 0.3
0.0 -0.1 0.1
-0.3 -0.3 -0.1
0.0 -0.2 0.0
-0.3 0.1 -0.5
0.1 0.0 1.2
-0.1 1.0 2.7
-0.3 -2.0 -1.7
0.4 0.1 0.0
0.9 0.5 -0.2
-0.8 -0.6 0.7
0.3 0.8 -0.3
0.0 0.1 -0.1
-0.1 -0.1 -0.1
0.5 0.2 0.2
-0.5 0.3 -0.1
-0.2 -0.1 -0.7
-0.1 -0.1 -0.3
0.3 0.1 0.1
-1.2 -0.6 0.8
0.7 0.4 -0.9
0.0 -0.2 -0.1
0.9 -0.2 0.0
0.2 1.0 -0.1
-0.8 0.1 -0.2
-0.2 -0.6 0.4
0.1 -1.3 -1.1
-0.5 1.1 0.3
0.5 -0.2 0.5
-0.1 -0.1 -0.1
-0.2 0.2 0.3
0.4 0.2 0.3
-0.2 0.1 -0.1
0.1 0.1 -0.1
-0.2 0.4 0.0
-0.9 -1.1 0.6
1.6 1.4 -1.6
0.5 -0.1 0.9
-0.1 0.0 0.0
0.0 -0.1 0.2
-0.1 -0.4 0.0
-0.6 -0.1 0.0

Atom charges from the Mulliken analysis, given in e for atoms 1 to 5: -0.71 0.31 -0.96 0.92 -0.38